# 1
ORCA calculation (ωB97M-V/def2-TZVPD) on a molecular structure, CH4NO2S2 at a distorted geometry.

ORCA input file:
```
! wB97M-V def2-TZVPD RIJCOSX def2/J DEFGRID3
* xyz -1 1
C 1.14 -0.47 0.32
N 0.15 -1.14 -0.31
O -1.69 1.42 -0.30
O -3.04 -0.58 -0.28
S 1.59 1.50 -0.12
S -1.82 0.05 0.25
H 2.07 -0.94 0.08
H 0.82 -0.44 1.29
H 0.32 -1.50 -1.24
H 0.47 2.10 0.31
*
```

The frontier orbital gap comes out at 7.5 eV. Its HOMO energy is -3.7 eV.

=====

# 2
ORCA calculation (ωB97M-V/def2-TZVPD) on 2 unconnected molecules or ions with the total composition CH4NO2Si at a distorted geometry.

ORCA input file:
```
! wB97M-V def2-TZVPD RIJCOSX def2/J DEFGRID3
* xyz -1 1
C -1.51 0.05 -0.33
N -0.26 -0.37 -0.72
O -2.35 -0.63 0.24
O -1.53 1.28 -0.69
Si 1.07 0.34 0.09
H 0.29 -2.18 0.13
H 2.13 -0.55 -0.02
H 0.85 0.36 1.54
H 1.31 1.70 -0.24
*
```

The frontier orbital gap (alpha / beta) comes out at 8.4 / 8.0 eV. Its HOMO energy (alpha / beta) is -4.7 / -4.5 eV.

=====

What did the first record say?
ORCA calculation (ωB97M-V/def2-TZVPD) on a molecular structure, CH4NO2S2 at a distorted geometry.

ORCA input file:
```
! wB97M-V def2-TZVPD RIJCOSX def2/J DEFGRID3
* xyz -1 1
C 1.14 -0.47 0.32
N 0.15 -1.14 -0.31
O -1.69 1.42 -0.30
O -3.04 -0.58 -0.28
S 1.59 1.50 -0.12
S -1.82 0.05 0.25
H 2.07 -0.94 0.08
H 0.82 -0.44 1.29
H 0.32 -1.50 -1.24
H 0.47 2.10 0.31
*
```

The frontier orbital gap comes out at 7.5 eV. Its HOMO energy is -3.7 eV.